<P>
ORCA calculation (ωB97M-V/def2-TZVPD) on the molecule CH3ClN2O2.

```
9
Properties=species:S:1:pos:R:3:mulliken_charge:R:1
O 1.62 -0.15 -0.76 -0.553
N 0.33 -0.07 -0.29 0.790
C -0.15 -0.99 0.73 -0.391
Cl 0.81 -1.15 2.32 -0.148
N -0.43 0.90 -0.52 -0.455
O -0.11 1.81 -1.49 -0.306
H -1.15 -0.86 1.07 0.383
H -0.17 -2.06 0.42 0.283
H -0.75 2.56 -1.47 0.397
```

Calculated values
SMILES: [O-]/[N+](CCl)=N\O
gap between HOMO and LUMO (alpha / beta): 9.46 / 9.46 eV
E_LUMO (alpha / beta): -0.268 / -0.267 eV
spin multiplicity: 1

<Q>
ORCA calculation (ωB97M-V/def2-TZVPD) on a cluster of 2 separate species, CH3ClN2O2 in total.

```
9
Properties=species:S:1:pos:R:3:mulliken_charge:R:1
C -1.63 -0.40 -0.08 0.322
N 1.47 -0.23 -0.41 -0.550
N 1.14 0.58 0.62 0.225
O -1.42 -1.55 0.15 -0.332
O 0.13 1.33 0.45 -0.440
Cl -3.12 0.37 -0.42 -0.099
H 0.53 -0.78 -0.66 0.306
H 1.40 0.38 -1.20 0.307
H 1.50 0.31 1.55 0.261
```

Calculated values
gap between HOMO and LUMO (alpha / beta): 9.06 / 7.93 eV
E_LUMO (alpha / beta): 0.003 / -1.000 eV
spin multiplicity: 1

Bottom line: <P>, by a margin of 0.100 eV.

<P>
ORCA calculation (ωB97M-V/def2-TZVPD) on a cluster of 2 separate species, CH3ClN2O2 in total.

```
9
Properties=species:S:1:pos:R:3:mulliken_charge:R:1
C -0.19 -0.25 -0.47 -0.364
N -0.19 1.25 1.00 -0.394
N -1.40 -0.99 -0.13 0.792
O -1.24 -1.95 0.59 -0.477
O -2.42 -0.51 -0.54 -0.500
Cl -0.93 0.79 2.37 0.000
H -0.21 0.66 -1.07 0.350
H 0.82 -0.75 -0.34 0.320
H 0.82 1.36 1.04 0.271
```

Calculated values
gap between HOMO and LUMO (alpha / beta): 8.29 / 8.30 eV
E_LUMO (alpha / beta): -1.356 / -1.357 eV
spin multiplicity: 1

<Q>
ORCA calculation (ωB97M-V/def2-TZVPD) on the molecule CH3ClN2O2.

```
9
Properties=species:S:1:pos:R:3:mulliken_charge:R:1
C 1.31 -0.21 -0.13 -0.638
N 0.35 0.91 -0.20 -0.561
N -0.82 0.79 0.06 1.125
O -1.74 1.51 -0.08 -0.583
O -1.22 -0.58 0.65 -0.312
Cl -2.40 -1.30 -0.27 0.055
H 1.43 -0.21 0.99 0.287
H 0.95 -1.09 -0.46 0.301
H 2.14 0.19 -0.56 0.326
```

Calculated values
SMILES: C/N=[N+](/[O-])OCl
gap between HOMO and LUMO: 10.44 eV
E_LUMO: -0.207 eV
spin multiplicity: 1

<R>
ORCA calculation (ωB97M-V/def2-TZVPD) on a cluster of 2 separate species, CH3ClN2O2 in total.

```
9
Properties=species:S:1:pos:R:3:mulliken_charge:R:1
C -1.69 -0.32 -0.25 0.419
N 1.64 -0.10 -0.32 -0.407
N 0.83 0.44 0.69 -0.023
O -1.25 -1.35 0.11 -0.362
O -0.16 1.22 0.39 -0.397
Cl -3.19 0.44 -0.44 -0.077
H 1.15 -0.84 -0.88 0.272
H 2.00 0.72 -0.91 0.274
H 0.67 -0.20 1.61 0.300
```

Calculated values
gap between HOMO and LUMO (alpha / beta): 7.98 / 8.67 eV
E_LUMO (alpha / beta): -0.246 / -0.235 eV
spin multiplicity: 1

Bottom line: <R>, by a margin of 1.122 eV.

<P>
ORCA calculation (ωB97M-V/def2-TZVPD) on a structure of composition C4H4OPr.

```
10
Properties=species:S:1:pos:R:3:lowdin_spin:R:1
O -1.44 -1.10 -0.72 -0.001
C -1.27 -0.31 0.25 0.019
C -0.09 0.53 0.30 0.028
C 1.38 0.13 0.32 0.028
C 0.77 0.60 -0.93 0.194
H -0.52 1.03 1.28 0.004
H -2.14 -0.07 0.89 0.001
H 1.63 -0.93 0.45 0.005
H 2.01 0.80 0.91 0.008
Pr -0.34 -0.69 -2.74 2.715
```

Calculated values
charge: +2
gap between HOMO and LUMO (alpha / beta): 6.22 / 8.58 eV
E_LUMO (alpha / beta): -10.918 / -10.393 eV
spin multiplicity: 4

<Q>
ORCA calculation (ωB97M-V/def2-TZVPD) on a structure of composition C4H4OPr.

```
10
Properties=species:S:1:pos:R:3:lowdin_spin:R:1
H -1.59 -0.49 0.21 0.000
C -1.46 -0.87 -1.05 0.000
C -0.17 -0.20 -1.06 0.000
C 0.10 0.31 0.19 -0.001
C 0.92 0.50 1.15 0.000
O 1.75 0.64 1.99 -0.004
Pr 3.91 2.10 3.32 3.006
H -1.39 -1.96 -0.98 0.000
H -2.12 -0.49 -1.84 0.000
H 0.04 0.46 -1.91 0.000
```

Calculated values
charge: +2
gap between HOMO and LUMO (alpha / beta): 5.51 / 5.57 eV
E_LUMO (alpha / beta): -9.704 / -9.645 eV
spin multiplicity: 4

Bottom line: <Q>, by a margin of 0.235 eV.

<P>
ORCA calculation (ωB97M-V/def2-TZVPD) on the ion C3H9N4 with charge +1.

```
16
Properties=species:S:1:pos:R:3:mulliken_charge:R:1
H 3.36 -1.77 -0.10 0.300
N 2.35 -1.39 -0.22 -0.600
N 2.26 -0.17 -0.13 -0.239
N 1.07 0.43 -0.01 0.559
C 1.11 1.90 0.04 -0.645
C -0.09 -0.30 0.11 0.162
N -1.31 -0.03 -0.10 -0.135
C -2.39 -1.03 0.11 -0.869
H 1.74 2.26 -0.78 0.276
H 0.09 2.17 -0.02 0.247
H 1.53 2.40 0.99 0.279
H 0.04 -1.39 0.03 0.396
H -1.77 0.81 -0.28 0.228
H -2.06 -2.03 0.38 0.372
H -2.88 -1.28 -0.84 0.335
H -3.04 -0.59 0.81 0.333
```

Calculated values
SMILES: [H]/N=N/N(C)/C=[NH+]/C
charge: +1
gap between HOMO and LUMO: 9.26 eV
E_LUMO: -4.579 eV
spin multiplicity: 1

<Q>
ORCA calculation (ωB97M-V/def2-TZVPD) on the ion C3H9N4 with charge +1.

```
16
Properties=species:S:1:pos:R:3:mulliken_charge:R:1
N 1.95 0.78 0.51 -0.251
C 1.72 0.10 -0.55 -0.039
N 0.79 -0.82 -0.69 -0.132
C -0.39 -1.05 0.08 -0.350
N -0.59 -0.05 1.14 -0.608
C -1.60 -0.13 0.09 0.424
N -1.65 0.96 -0.80 -0.583
H 2.96 1.00 0.57 0.272
H 1.28 0.75 1.29 0.325
H 2.37 0.29 -1.39 0.376
H 0.87 -1.60 -1.31 0.251
H -0.39 -2.10 0.53 0.356
H -0.89 -0.48 1.95 0.182
H -2.63 -0.65 0.35 0.322
H -2.52 1.20 -1.25 0.237
H -1.29 1.79 -0.51 0.219
```

Calculated values
SMILES: N/C=[NH+]\[C@H]1N[C@H]1N
charge: +1
gap between HOMO and LUMO: 9.64 eV
E_LUMO: -3.577 eV
spin multiplicity: 1

<R>
ORCA calculation (ωB97M-V/def2-TZVPD) on the ion C3H9N4 with charge +1.

```
16
Properties=species:S:1:pos:R:3:mulliken_charge:R:1
C 0.39 0.04 -0.51 0.319
C -1.12 0.48 -0.37 -0.368
C 1.45 1.00 0.06 -1.027
N -1.18 1.91 1.47 -0.607
N -1.41 1.30 0.46 0.517
N 0.36 -0.98 0.26 -0.619
N -0.13 -2.29 -0.20 -0.270
H 0.40 -0.10 -1.60 0.448
H -1.79 -0.21 -0.81 0.340
H 1.01 2.00 0.22 0.204
H 2.38 1.16 -0.51 0.321
H 1.69 0.48 1.12 0.321
H -1.21 2.90 1.30 0.310
H 0.35 -2.51 -1.08 0.371
H -1.27 -2.21 -0.44 0.365
H 0.08 -2.98 0.62 0.373
```

Calculated values
charge: +1
gap between HOMO and LUMO (alpha / beta): 7.70 / 7.70 eV
E_LUMO (alpha / beta): -4.776 / -4.780 eV
spin multiplicity: 1

Bottom line: <Q>, by a margin of 1.582 eV.

<P>
ORCA calculation (ωB97M-V/def2-TZVPD) on the ion C3H9N4 with charge +1.

```
16
Properties=species:S:1:pos:R:3:mulliken_charge:R:1
C 2.84 0.54 0.09 -0.793
N 1.53 0.37 -0.49 -0.361
N 0.92 -0.83 -0.19 0.057
C -0.39 -0.98 -0.10 0.058
N -1.16 0.06 -0.17 -0.536
C -2.87 -0.35 0.01 0.079
N -3.66 0.65 -0.10 -0.201
H 3.23 1.50 -0.23 0.331
H 2.84 0.52 1.19 0.323
H 3.50 -0.24 -0.28 0.280
H 0.88 1.14 -0.33 0.259
H 1.54 -1.63 -0.18 0.288
H -0.73 -2.01 0.03 0.283
H -3.13 -1.38 0.17 0.352
H -3.27 1.58 -0.25 0.305
H -4.67 0.56 -0.04 0.276
```

Calculated values
SMILES: CNN/C=N/C=[NH2+]
charge: +1
gap between HOMO and LUMO: 7.49 eV
E_LUMO: -4.512 eV
spin multiplicity: 1

<Q>
ORCA calculation (ωB97M-V/def2-TZVPD) on the ion C3H9N4 with charge +1.

```
16
Properties=species:S:1:pos:R:3:mulliken_charge:R:1
H -2.99 -1.41 0.06 0.276
N -2.60 -0.57 0.40 -0.515
C -1.55 -0.08 0.01 0.360
N -0.91 1.11 0.22 -0.242
C 0.38 1.15 -0.50 -0.388
N 0.84 -0.23 -0.51 0.163
C 1.47 -0.55 0.81 -0.789
N -0.37 -0.92 -0.86 -0.608
H -1.55 1.87 0.25 0.320
H 0.24 1.66 -1.42 0.360
H 1.07 1.92 -0.06 0.315
H 1.59 -0.38 -1.23 0.383
H 0.62 -0.28 1.46 0.347
H 1.82 -1.50 0.72 0.390
H 2.30 0.18 1.24 0.298
H -0.35 -1.97 -0.60 0.329
```

Calculated values
SMILES: [H]/N=C1/NC[N@@H+](C)N1
charge: +1
gap between HOMO and LUMO: 10.72 eV
E_LUMO: -3.299 eV
spin multiplicity: 1

<R>
ORCA calculation (ωB97M-V/def2-TZVPD) on a cluster of 2 separate species, C3H9N4 in total.

```
16
Properties=species:S:1:pos:R:3:mulliken_charge:R:1
C -1.00 -0.28 0.09 0.758
C 0.79 1.48 0.28 -1.037
C 0.02 0.37 0.80 -0.362
N 2.26 -0.61 -0.34 -0.028
N 1.29 -1.24 -0.28 -0.103
N -1.35 -1.56 0.43 -0.446
N -1.61 0.22 -1.06 -0.454
H 0.85 2.40 0.90 0.334
H 1.72 1.04 0.22 0.373
H 0.28 1.81 -0.60 0.336
H -0.02 0.20 1.89 0.367
H 3.22 -0.74 -0.71 0.292
H -0.66 -2.02 1.07 0.294
H -1.76 -2.01 -0.32 0.198
H -1.58 1.23 -1.05 0.228
H -2.45 -0.28 -1.33 0.251
```

Calculated values
charge: +1
gap between HOMO and LUMO (alpha / beta): 8.19 / 7.64 eV
E_LUMO (alpha / beta): -4.648 / -5.107 eV
spin multiplicity: 1

Bottom line: <P>, by a margin of 0.196 eV.